[1]
ORCA calculation (ωB97M-V with the def2-TZVPD basis set) on a 13-piece molecular cluster, H26O13 overall at a distorted geometry.

Computed properties:
Electronic energy in hartree: -993.696834
Gap between HOMO and LUMO in eV: 9.331
HOMO in hartree: -0.352
ΔE to the lowest compared entry with this formula, charge and spin in eV: 2.079

Atoms and positions in Å:
1 O 1.580 -2.520 -0.800
2 H 1.444 -3.412 -1.136
3 H 2.290 -2.636 -0.160
4 O -2.754 -0.692 -1.139
5 H -3.244 -1.540 -0.988
6 H -2.684 -0.259 -0.261
7 O 1.819 1.723 2.288
8 H 1.895 2.183 1.432
9 H 0.885 1.782 2.528
10 O -1.039 2.516 2.840
11 H -1.933 2.684 3.243
12 H -1.266 2.271 1.976
13 O -2.947 0.467 1.220
14 H -3.077 1.439 1.199
15 H -3.766 0.073 1.512
16 O 0.335 -2.762 1.978
17 H 0.451 -1.978 1.398
18 H 0.585 -3.447 1.362
19 O 2.367 2.895 -0.052
20 H 3.103 3.162 -0.629
21 H 1.749 2.314 -0.491
22 O -2.139 -2.311 1.260
23 H -1.966 -1.424 1.155
24 H -1.295 -2.599 1.537
25 O 0.121 -0.391 0.544
26 H 0.650 -0.523 -0.221
27 H -0.262 0.455 0.477
28 O 2.603 -1.470 -3.094
29 H 3.521 -1.522 -2.828
30 H 2.257 -1.843 -2.246
31 O 1.458 1.174 -1.829
32 H 0.806 0.553 -2.113
33 H 2.218 0.904 -2.331
34 O -0.620 2.350 0.028
35 H -0.524 3.292 -0.044
36 H -1.198 2.157 -0.674
37 O -0.350 -0.705 -2.509
38 H 0.038 -1.580 -2.506
39 H -1.111 -0.781 -1.922

Atomic forces in eV per Å
0.092 -0.478 0.153
-0.191 -0.123 -0.099
0.152 0.229 0.233
-0.573 -0.821 -0.122
0.836 1.085 -0.029
-0.247 -0.361 -0.490
-0.323 -0.028 -0.009
0.323 -0.088 0.567
0.268 0.003 0.152
-1.425 0.940 2.575
1.529 -0.228 -0.182
-0.047 -0.622 -2.253
0.386 1.400 0.149
-0.092 -0.966 0.023
-0.464 -0.139 0.284
0.656 0.306 -0.452
-0.150 0.285 0.717
0.052 -0.676 0.054
0.842 1.400 0.540
-0.808 -0.503 0.215
0.082 -0.482 -1.139
-2.719 -2.236 -0.349
0.452 3.197 -0.427
1.556 -1.140 0.897
-0.171 -1.823 1.130
0.660 0.109 -1.125
-0.318 1.702 0.025
-0.038 -0.421 1.100
0.751 0.246 -0.634
-0.423 0.477 -0.777
0.609 0.960 0.471
-1.355 -1.029 -0.530
0.669 -0.153 -0.323
0.422 -0.092 1.321
0.523 0.858 0.239
-1.187 -0.710 -1.730
0.329 0.057 -0.307
0.162 -0.132 -0.158
-0.819 -0.005 0.291

Atomic partial charges in e from the Mulliken method, atoms 1 to 8:
1 O -0.73
2 H 0.30
3 H 0.32
4 O -0.79
5 H 0.36
6 H 0.34
7 O -0.63
8 H 0.41

=====

[2]
ORCA calculation (ωB97M-V with the def2-TZVPD basis set) on C7H7F6MgNO2S as an isolated structure at a distorted geometry.

Computed properties:
Electronic energy in hartree: -1672.876608
Gap between HOMO and LUMO in eV: 2.717
HOMO in hartree: -0.548
Charge: +2

Atoms and positions in Å:
1 C 4.218 0.712 1.362
2 C 3.272 0.961 0.673
3 C 2.100 1.238 -0.164
4 C 1.164 0.023 -0.081
5 C -0.036 0.157 -1.034
6 N -1.351 -0.430 -0.570
7 C -1.992 0.172 0.619
8 F -1.493 -0.311 1.764
9 F -3.288 -0.179 0.567
10 C -1.925 1.734 0.634
11 F -0.716 2.154 0.951
12 F -2.292 2.189 -0.555
13 F -2.787 2.136 1.545
14 S -1.405 -2.030 -0.640
15 O -0.105 -2.721 -0.644
16 O -2.132 -2.520 -1.788
17 F -2.154 -2.550 0.578
18 H 4.971 0.366 2.032
19 H 1.625 2.141 0.219
20 H 2.459 1.385 -1.184
21 H 1.760 -0.831 -0.406
22 H 0.895 -0.176 0.956
23 H -0.206 1.195 -1.314
24 H 0.204 -0.343 -1.974
25 Mg -0.784 -4.471 -1.545

Atomic forces in eV per Å
-0.245 -0.411 0.164
0.029 0.132 -0.067
0.471 -0.191 0.510
0.085 -0.258 -0.333
1.012 -0.017 -0.433
0.593 -0.670 1.112
-0.982 0.013 0.292
0.241 0.099 -0.239
0.229 0.010 -0.078
-0.565 0.031 0.159
0.238 0.013 -0.090
0.173 0.045 -0.147
0.086 -0.033 0.028
-0.200 0.916 -1.118
0.090 -0.893 0.358
-0.052 -1.110 -0.016
0.019 0.335 0.265
0.172 0.255 -0.088
-0.107 0.058 -0.293
-0.270 0.186 -0.078
-0.072 -0.099 0.125
-0.184 0.212 -0.003
-0.483 -0.051 0.171
-0.190 0.029 -0.071
-0.086 1.400 -0.131

Atomic partial charges in e from the Mulliken method, atoms 1 to 8:
1 C 0.11
2 C -0.86
3 C -0.33
4 C -0.39
5 C -1.41
6 N 0.17
7 C 0.82
8 F -0.25

=====

[3]
ORCA calculation (ωB97M-V with the def2-TZVPD basis set) on CH5N2Si as an isolated structure at a distorted geometry.

Computed properties:
Electronic energy in hartree: -439.542967
Gap between HOMO and LUMO (alpha / beta) in eV: 7.676 / 7.712
HOMO (alpha / beta) in hartree: -0.570 / -0.568
Charge: +1
ΔE to the lowest compared entry with this formula, charge and spin in eV: 7.345

Atoms and positions in Å:
1 C -0.187 0.907 1.568
2 N 0.241 0.040 -0.869
3 N -0.262 -0.239 0.897
4 Si 0.112 -1.271 -1.932
5 H 0.344 1.680 1.167
6 H -1.196 1.230 1.727
7 H 0.152 0.736 2.722
8 H 0.823 -0.461 -2.923
9 H -0.026 -2.624 -2.357

Atomic forces in eV per Å
1.373 -1.220 3.455
-1.718 -1.371 5.229
0.729 -0.735 -5.194
1.411 2.390 -0.086
1.471 2.188 -1.465
-1.613 0.135 0.300
-0.830 -0.070 -2.220
-0.198 -0.189 -0.558
-0.624 -1.128 0.540

Atomic partial charges in e from the Mulliken method, atoms 1 to 8:
1 C -0.50
2 N -0.11
3 N -0.01
4 Si 0.56
5 H 0.35
6 H 0.34
7 H 0.33
8 H 0.02